(1)
Here is C22H73AlNO18 as an isolated structure in a non-equilibrium geometry from the Open Molecules 2025 dataset. Energies are from ωB97M-V with the def2-TZVPD basis set.

Values from the calculation:
E_HOMO: -4.394 eV
charge: -1
electronic energy: -2533.01135 hartree
max |F|: 5.46 eV/Å

```
115
C22H73AlNO18 ωB97M-V with the def2-TZVPD basis set
O -5.21133 -5.34325 2.76540
O -4.01335 -4.66747 2.93147
C -4.24857 -3.22944 3.06201
Al -2.47010 -2.30045 3.54110
C -2.59353 -0.26559 3.71682
C -1.63551 0.76506 3.04383
C -1.73793 2.28897 3.13627
N -2.74873 2.89477 3.92112
C -3.63450 2.00189 4.56131
C -3.70422 0.47328 4.55851
H -5.86830 -4.63518 2.56926
H -4.94622 -3.12216 3.97962
H -4.67474 -2.75911 2.11578
H -1.97815 -3.00297 4.90616
H -1.37983 -2.63768 2.44630
H -0.77077 0.34204 2.41874
H -1.00700 2.98237 2.58611
H -4.44653 2.50999 5.20204
H -4.51592 -0.09403 5.11823
C -0.85954 -2.97253 -1.02720
O -0.56340 -3.01389 0.35912
H -0.93500 -1.93181 -1.34039
H -0.05957 -3.46259 -1.59053
H -1.81179 -3.47670 -1.21604
H -0.50251 -3.94650 0.61031
C 0.47629 -7.32303 0.43798
O 0.61888 -5.91758 0.28977
H -0.55988 -7.54693 0.69217
H 0.73402 -7.81828 -0.50107
H 1.12996 -7.67729 1.23947
H 1.54137 -5.74652 0.06568
C 1.85091 4.86802 2.37127
O 1.61133 3.76494 1.50625
H 1.82028 4.52056 3.40393
H 2.83624 5.29108 2.16099
H 1.07890 5.62584 2.22199
H 1.64411 4.10098 0.60174
C -0.68302 2.25868 -1.21227
O 0.68107 2.24719 -1.60656
H -1.27217 2.74640 -1.98959
H -1.03552 1.23269 -1.08152
H -0.79049 2.81298 -0.27655
H 1.17637 1.81091 -0.90150
C -0.75998 -7.68238 -3.68387
O -0.99074 -8.22109 -2.39117
H -0.24692 -8.43005 -4.28949
H -1.71363 -7.42890 -4.15426
H -0.13432 -6.78937 -3.60563
H -1.44448 -7.54129 -1.87643
C 0.11388 -0.18180 6.39344
O -0.11808 -1.27969 5.52856
H 0.08474 -0.53518 7.42515
H 1.09755 0.25127 6.18729
H -0.66379 0.57366 6.24769
H -0.08816 -0.94067 4.62397
C -0.70391 7.51725 4.43151
O 0.59708 7.48965 3.85364
H -1.12431 6.51165 4.39978
H -0.63727 7.84913 5.47114
H -1.34370 8.19482 3.86428
H 0.94595 8.38810 3.89392
C -7.23326 3.46169 3.75190
O -7.45797 2.91730 5.04470
H -6.71589 2.72062 3.14291
H -8.19101 3.70890 3.28543
H -6.61378 4.35843 3.83362
H -7.91514 3.59068 5.56229
C -1.64240 -2.53540 -5.06140
O -1.33541 -1.97612 -3.79389
H -2.27221 -3.41365 -4.91557
H -2.18034 -1.80041 -5.66693
H -0.71911 -2.83129 -5.56539
H -0.77902 -1.20309 -3.95076
C -5.06581 -0.15221 0.21397
O -5.29752 -0.69106 1.50535
H -4.55061 -0.89904 -0.39078
H -6.01986 0.10024 -0.25838
H -4.44106 0.74166 0.29378
H -5.75223 -0.01332 2.02077
C 1.30532 -3.13758 -7.65475
O 1.61522 -2.57569 -6.38766
H 0.67585 -4.01564 -7.50676
H 0.76643 -2.40393 -8.26043
H 2.22727 -3.43471 -8.16029
H 2.17125 -1.80289 -6.54750
C 5.49975 -3.72724 -9.60533
O 4.76874 -3.42428 -8.42319
H 5.12185 -3.10958 -10.41972
H 6.55965 -3.51111 -9.44966
H 5.36804 -4.78159 -9.86013
H 5.12146 -3.98390 -7.71853
C 3.68976 6.25997 5.26525
O 4.30387 6.60363 4.03264
H 4.17526 5.37018 5.66643
H 3.80340 7.08501 5.97384
H 2.62995 6.05133 5.10140
H 3.85529 7.39118 3.70228
C 6.89302 -1.81283 -5.80781
O 6.34909 -1.32425 -7.02565
H 7.42911 -1.00479 -5.31054
H 6.08574 -2.16419 -5.15940
H 7.58734 -2.63118 -6.01866
H 5.88029 -2.05976 -7.44557
C 10.75929 -2.49191 -5.40798
O 10.02890 -2.18631 -4.22988
H 10.38355 -1.87696 -6.22593
H 11.81895 -2.27579 -5.24905
H 10.62639 -3.54792 -5.65813
H 10.38113 -2.74342 -3.52526
C -4.17560 9.98892 4.47024
O -2.87822 9.96715 3.89209
H -4.59172 8.98216 4.43654
H -4.11104 10.31852 5.51039
H -4.82095 10.66568 3.90422
H -2.53256 10.86699 3.93384
```


(2)
Here is a 15-piece molecular cluster, C22H74O26 overall in a non-equilibrium geometry from the Open Molecules 2025 dataset. Energies are from ωB97M-V with the def2-TZVPD basis set.

Values from the calculation:
E_HOMO: -9.457 eV
electronic energy: -2838.46976 hartree
max |F|: 5.30 eV/Å
energy above the lowest of the compared OMol25 structures with the same formula, charge and spin: 167.1 kcal per mole

```
122
C22H74O26 ωB97M-V with the def2-TZVPD basis set
O -20.08819 1.39865 -15.74914
H -20.24125 2.04912 -16.44291
H -20.61224 0.68013 -16.04364
O -26.57403 -1.77431 -12.46079
H -25.67949 -1.48542 -12.70308
H -26.40276 -2.39878 -11.77384
O -22.91804 -2.47718 -15.79438
H -23.29593 -2.02190 -15.05253
H -23.65964 -2.53997 -16.35048
O -24.03149 -1.75706 -13.12491
H -24.17742 -2.74326 -12.97634
H -24.16163 -1.29110 -12.31675
C -27.27425 2.88886 -11.53487
C -27.41440 1.42547 -11.54872
O -26.25212 0.94909 -10.95982
O -28.08277 3.46605 -10.56266
H -27.77496 3.11609 -12.45227
H -26.20015 3.21220 -11.69254
H -27.43517 1.20530 -12.61402
H -28.31584 1.03061 -11.19294
H -26.44993 0.67177 -10.06142
H -27.81764 3.06220 -9.74883
C -20.17749 -0.46666 -11.47483
C -20.89638 -0.14492 -12.73451
O -21.44490 1.20116 -12.52466
O -19.51050 -1.60334 -11.78433
H -20.98403 -0.69269 -10.64966
H -19.49979 0.34192 -11.09455
H -21.73551 -0.87428 -12.93057
H -20.27749 -0.08795 -13.64604
H -22.35480 1.04988 -12.64588
H -18.99282 -1.39936 -12.50507
C -27.64456 1.29576 -19.37435
C -26.56333 1.77935 -18.39521
O -25.43424 1.10058 -18.76397
O -28.83972 2.02793 -19.37788
H -27.80630 0.28086 -19.01170
H -27.19842 1.25866 -20.38124
H -26.79821 1.43697 -17.37014
H -26.61941 2.84821 -18.42312
H -25.48203 0.17061 -18.66636
H -28.59553 2.65059 -20.12357
C -23.68088 -1.77822 -9.33147
C -23.06496 -3.09644 -9.77970
O -22.53615 -3.76120 -8.61251
O -24.21377 -1.16236 -10.54850
H -22.86077 -1.07634 -8.98385
H -24.26077 -1.83310 -8.42664
H -22.27265 -2.78502 -10.50980
H -23.85516 -3.75420 -10.27899
H -21.93265 -4.46568 -8.87404
H -24.50564 -0.29829 -10.22022
C -23.73150 5.72682 -18.12388
C -23.82434 4.23123 -18.13394
O -24.13871 3.75323 -19.46274
O -23.72807 6.20854 -16.77981
H -24.60657 6.15682 -18.61807
H -22.86651 6.25003 -18.78256
H -24.64228 3.76206 -17.58954
H -22.90070 3.73193 -17.69571
H -24.51947 2.88734 -19.35559
H -24.45480 6.79278 -16.71857
C -22.72603 4.54768 -12.85022
C -23.11768 4.98508 -14.28003
O -21.93816 5.21217 -15.04992
O -23.83748 4.38983 -11.97803
H -21.86159 5.11964 -12.44116
H -22.33206 3.54565 -12.94871
H -23.75861 5.83750 -14.28360
H -23.73594 4.20294 -14.80424
H -22.20823 5.55966 -15.87102
H -23.63791 3.70199 -11.30729
C -26.73569 4.12969 -15.22257
C -28.05448 3.47519 -15.55887
O -27.99600 2.15782 -15.23342
O -26.79820 5.39836 -15.79851
H -25.89907 3.57377 -15.62039
H -26.52623 4.19179 -14.11224
H -28.30333 3.64493 -16.61760
H -28.81201 3.95242 -14.96428
H -28.77707 1.68895 -15.53537
H -26.73130 5.30446 -16.74642
C -22.74573 2.02259 -9.38109
C -21.86574 3.20110 -9.25374
O -20.58097 2.87599 -8.82964
O -23.79245 2.33088 -10.12993
H -23.18173 1.70048 -8.46929
H -22.16911 1.18752 -9.80084
H -22.43887 3.83758 -8.57774
H -21.82006 3.79577 -10.14540
H -20.51733 2.70208 -7.92361
H -24.34334 2.80004 -9.54630
C -21.98108 -1.18372 -19.58819
C -22.05123 0.24217 -19.11684
O -22.00491 0.13918 -17.70842
O -21.38489 -1.22811 -20.87327
H -23.06975 -1.42444 -19.58977
H -21.65777 -1.93286 -18.92040
H -22.92596 0.79141 -19.53146
H -21.15228 0.73331 -19.60418
H -21.30393 -0.46169 -17.42680
H -20.47796 -1.08511 -20.67419
C -26.49908 -0.92952 -15.86980
C -26.89225 -2.37496 -16.01579
O -28.03914 -2.59030 -15.25502
O -25.48471 -0.74637 -16.79594
H -26.19093 -0.72888 -14.83826
H -27.23258 -0.13421 -15.96438
H -26.03510 -2.89529 -15.67808
H -27.05806 -2.73154 -17.03124
H -28.18959 -1.90077 -14.59470
H -25.11572 0.11931 -16.56370
C -23.66115 1.34071 -14.82784
C -24.63412 1.63249 -13.66439
O -23.99671 1.18947 -12.51765
O -24.15382 1.77184 -16.12027
H -23.26603 0.28466 -14.92042
H -22.70517 1.92212 -14.73790
H -25.59248 1.17171 -13.83941
H -24.77239 2.74378 -13.55211
H -24.45390 1.57191 -11.78206
H -23.49403 1.75791 -16.73496
```